Here is a 2-piece molecular cluster, C5H14 overall from the Open Molecules 2025 dataset. Energies are from ωB97M-V/def2-TZVPD.

Values from the calculation:
E_HOMO: -10.15 eV
gap between HOMO and LUMO: 11.204 eV
SMILES: CCC.CC
M: 74.167 g mol⁻¹
LUMO energy: 1.05 eV
max |F|: 0.11439 hartree/bohr
energy relative to the best compared isomer or geometry (same formula, charge and spin): 46.55 kcal per mole

Structure (ORCA input):
```
! RIJCOSX wB97M-V def2-TZVPD def2/J DEFGRID3
* xyz 0 1
C 1.66387 -0.09784 -2.53437
C 0.87282 0.42672 -1.42125
C -0.08284 1.49732 -1.87613
H 2.27596 0.71777 -2.84877
H 2.33863 -1.02851 -2.39056
H 0.87603 -0.25028 -3.22285
H 1.36791 0.63852 -0.40010
H 0.32679 -0.34428 -0.73840
H 0.24030 2.49342 -1.54600
H -1.07488 1.12191 -1.66129
H -0.05559 1.71211 -2.94902
C -1.25187 -0.28966 3.10854
C -0.94503 -1.40456 2.31614
H -2.34572 -0.22855 3.31349
H -0.84665 -0.28829 4.15437
H -0.90045 0.68108 2.74231
H -0.75974 -2.30884 2.81999
H -1.61159 -1.70152 1.42179
H -0.08796 -1.34651 1.71214
*
```